(1)
ORCA calculation (ωB97M-V/def2-TZVPD) on a molecular structure, C34H41N5O2Y in a non-equilibrium geometry.

Positions of all 83 atoms, in Å:
Y (0.27238, -0.23535, 0.13664)
C (-0.54345, 1.11473, -5.87507)
C (-0.90856, 0.55091, -4.50389)
C (-2.42331, 0.41360, -4.34768)
C (-0.23574, -0.77880, -4.22711)
C (-0.38901, -1.80344, -5.15239)
C (0.09560, -3.08000, -4.91704)
C (0.73754, -3.35424, -3.72504)
C (0.93324, -2.35088, -2.77937)
C (1.57594, -2.70856, -1.45352)
C (0.53722, -3.29862, -0.49557)
C (2.77401, -3.64884, -1.56592)
C (0.46790, -1.05745, -3.04477)
N (0.62996, -0.01774, -2.05899)
C (1.33038, 1.08873, -2.45816)
O (2.01926, 1.25630, -3.44344)
C (1.14876, 2.25588, -1.49532)
C (1.38631, 3.57774, -1.81470)
C (1.07604, 4.54542, -0.86075)
C (0.54495, 4.18382, 0.37317)
C (0.33970, 2.84002, 0.62189)
N (0.64969, 1.92858, -0.30057)
C (-0.29156, 2.28825, 1.89401)
O (-0.37206, 3.02151, 2.85823)
N (-0.67822, 0.98519, 1.75455)
C (-1.44658, 0.42750, 2.84109)
C (-2.73910, 0.90395, 3.08168)
C (-3.47578, 0.31970, 4.10868)
C (-2.96689, -0.71474, 4.86902)
C (-1.69271, -1.19182, 4.60726)
C (-0.92004, -0.63248, 3.59678)
C (0.49996, -1.13085, 3.36650)
C (0.79380, -2.50974, 3.95277)
C (1.52460, -0.11008, 3.84218)
C (-3.38602, 2.00883, 2.27170)
C (-3.72800, 3.20800, 3.15110)
C (-4.62128, 1.49125, 1.53142)
H (-0.95220, 2.12007, -5.98734)
H (-0.95665, 0.51313, -6.68647)
H (0.53652, 1.16804, -6.00985)
H (-0.57531, 1.28025, -3.76844)
H (-2.82606, -0.30667, -5.06291)
H (-2.92061, 1.36831, -4.52227)
H (-2.69531, 0.06554, -3.34813)
H (-0.91764, -1.60483, -6.07550)
H (-0.04024, -3.85896, -5.65466)
H (1.09709, -4.35585, -3.53057)
H (1.97135, -1.78649, -1.02088)
H (0.12594, -4.22640, -0.89741)
H (-0.36682, -2.67167, -0.39380)
H (0.92774, -3.51413, 0.50377)
H (2.46859, -4.64830, -1.87586)
H (3.27802, -3.75483, -0.60350)
H (3.49462, -3.27499, -2.29144)
H (1.78702, 3.82900, -2.78636)
H (1.23345, 5.59150, -1.08719)
H (0.28500, 4.90644, 1.13357)
H (-4.47658, 0.68257, 4.30548)
H (-3.56037, -1.15387, 5.65909)
H (-1.29789, -2.00299, 5.20152)
H (0.58403, -1.30972, 2.27161)
H (0.82794, -2.47990, 5.04267)
H (1.77534, -2.85439, 3.62145)
H (0.04758, -3.25000, 3.66349)
H (1.38398, 0.02279, 4.91676)
H (1.38972, 0.86877, 3.38433)
H (2.54888, -0.45062, 3.67919)
H (-2.67991, 2.34496, 1.51286)
H (-4.48883, 2.94510, 3.88848)
H (-4.13579, 4.01820, 2.54507)
H (-2.84817, 3.57388, 3.67956)
H (-5.39966, 1.18018, 2.23091)
H (-4.38885, 0.63149, 0.89955)
H (-5.04304, 2.27390, 0.89913)
N (3.50674, 0.80907, 0.48517)
C (4.76009, 0.47950, 0.82300)
C (4.73632, -0.82704, 1.26162)
C (3.40065, -1.21031, 1.14743)
N (2.65313, -0.21418, 0.67107)
H (3.16765, 1.67995, 0.10911)
H (5.56412, 1.18759, 0.72076)
H (5.56202, -1.41603, 1.61622)
H (2.93746, -2.15433, 1.39035)

Results
Molar mass ... 640.6 g/mol
Net charge ... +1
Relative energy (zero: lowest compared OMol25 entry of this formula, charge and spin) ... 5.2 kcal/mol
Kohn-Sham gap ... 0.2802 Ha
Energy ... -48510.825 eV

***

(2)
ORCA calculation (ωB97M-V/def2-TZVPD) on C3H5N3 in the gas phase in a non-equilibrium geometry.

Positions of all 11 atoms, in Å:
H (0.99485, -1.27755, -2.04070)
N (0.17510, -1.56232, -1.47614)
C (0.01589, -0.74151, -0.51326)
C (0.79056, 0.54664, -0.28460)
N (0.07745, 1.39166, 0.64768)
C (-0.77104, 0.66155, 1.21147)
N (-0.75731, -0.81531, 0.68423)
H (1.76431, 0.29516, 0.14720)
H (0.90395, 1.07077, -1.22778)
H (-1.47712, 1.15135, 1.94667)
H (-1.71664, -0.72044, 0.90523)

Results
Molar mass ... 83.1 g/mol
SMILES ... [H]/N=C1\CN=CN1
Relative energy (zero: lowest compared OMol25 entry of this formula, charge and spin) ... 51.9 kcal/mol
Kohn-Sham gap ... 0.3916 Ha
Energy ... -7660.206 eV

***

Q: Which of these has the lowest relative energy (zero: lowest compared OMol25 entry of this formula, charge and spin)?
A: C34H41N5O2Y

***

Q: The lowest Kohn-Sham gap belongs to which entry?
A: C34H41N5O2Y